C3H11N3O2 | the ωB97M-V functional and the def2-TZVPD basis

Computed properties:
gap between HOMO and LUMO = 10.185 eV
LUMO = 0.600 eV
SMILES = NC(N)=O.NCCO
net charge = 0
HOMO energy = -9.586 eV
ΔE to the lowest compared entry with this formula, charge and spin = 86.1 kJ/mol

Geometry as XYZ:
```
19
C3H11N3O2 (the ωB97M-V functional and the def2-TZVPD basis)
N -0.34593 -2.13497 2.12399
C 0.32761 -2.60696 1.01556
N -0.34053 -2.25198 -0.17207
O 1.43122 -3.12530 1.06624
H 0.17777 -1.78367 2.85378
H -1.28912 -1.72678 2.00382
H -0.92761 -1.49627 -0.05462
H 0.20348 -2.29666 -0.99104
C -0.76933 1.73569 -0.33787
O -0.93799 1.72501 1.08385
C 0.70291 1.49968 -0.67001
N 0.90301 1.18603 -2.08231
H -1.33443 0.88732 -0.82387
H -1.10857 2.67493 -0.87032
H -1.75097 2.23318 1.21657
H 1.34971 2.33849 -0.29499
H 1.02820 0.60984 -0.13803
H 1.66696 0.52580 -2.23867
H 1.01359 2.00661 -2.69002
```


C3H11N3O2 | the ωB97M-V functional and the def2-TZVPD basis

Computed properties:
gap between HOMO and LUMO = 9.255 eV
LUMO = 0.861 eV
SMILES = CN(N)[C@H](N)OCO
net charge = 0
HOMO energy = -8.395 eV
ΔE to the lowest compared entry with this formula, charge and spin = 295.1 kJ/mol

Geometry as XYZ:
```
19
C3H11N3O2 (the ωB97M-V functional and the def2-TZVPD basis)
C 1.93532 -0.07460 0.71469
C -1.65149 -1.06787 0.87435
N -0.52917 -0.58336 0.09554
N -0.48126 -1.22313 -1.16310
O 2.64565 -0.37002 -0.42143
H 2.94063 0.46893 -0.80633
H 0.40347 -0.96024 -1.59009
H -1.24691 -0.91101 -1.76550
H 1.53864 -1.00347 1.11965
H 2.52670 0.39785 1.50601
H -1.52627 -0.72710 1.89974
H -2.59993 -0.69422 0.46713
H -1.63656 -2.15567 0.85769
N -0.89124 1.57220 -0.94296
C -0.34108 0.86571 0.19456
O 1.01324 1.15346 0.33929
H -0.25590 1.49810 -1.73150
H -0.97776 2.55808 -0.73273
H -0.86609 1.25634 1.08498
```


C3H11N3S | the ωB97M-V functional and the def2-TZVPD basis

Computed properties:
gap between HOMO and LUMO (spin up / spin down) = 8.196 / 8.203 eV
LUMO (spin up / spin down) = 0.706 / 0.711 eV
net charge = 0
HOMO energy (spin up / spin down) = -7.491 / -7.492 eV
ΔE to the lowest compared entry with this formula, charge and spin = 534.3 kJ/mol

Geometry as XYZ:
```
18
C3H11N3S (the ωB97M-V functional and the def2-TZVPD basis)
C 1.53664 1.14173 1.43128
C -0.58905 -1.46282 -2.29751
C 0.09275 0.98965 1.87488
N -1.24092 0.46616 -1.11206
N 0.43046 -1.04421 0.33849
N -0.21025 -0.22435 -1.59624
S -0.78357 -0.65911 1.30697
H 1.86373 0.16112 1.30692
H 1.48637 1.73370 0.61367
H 2.16748 1.72313 2.10164
H -1.40226 -2.02245 -1.77761
H -0.68261 -1.05009 -3.29207
H 0.20942 -2.07258 -2.12818
H -0.64323 1.81699 1.54942
H -0.02658 0.96429 3.07020
H -1.90965 0.09969 -0.31437
H -1.10354 1.46187 -1.11136
H 0.29523 -2.03894 0.12749
```


C3H11N4 | the ωB97M-V functional and the def2-TZVPD basis

Computed properties:
gap between HOMO and LUMO = 9.121 eV
LUMO = -2.755 eV
net charge = +1
HOMO energy = -11.876 eV
ΔE to the lowest compared entry with this formula, charge and spin = 311.9 kJ/mol

Geometry as XYZ:
```
18
C3H11N4 (the ωB97M-V functional and the def2-TZVPD basis)
C -1.14486 1.30007 -0.17947
C 0.34666 -0.89334 0.80459
C 0.98352 0.20336 0.00356
N -2.07510 0.61839 -0.55706
N -0.75916 -1.56319 0.17308
N 1.22815 -0.06961 -1.26505
N 1.63550 1.14732 0.76668
H -1.31707 2.19406 0.32519
H 1.24873 -1.55030 1.00952
H 0.03714 -0.51498 1.71211
H -3.11225 0.88999 -0.72438
H -1.56687 -1.68769 0.80496
H -0.53644 -2.35726 -0.42436
H 1.89251 0.48357 -1.79135
H 1.00308 -0.95155 -1.72467
H -1.87365 -0.22534 -1.10300
H 1.57675 1.29566 1.78382
H 2.43336 1.68084 0.38584
```


C3H11N4O | the ωB97M-V functional and the def2-TZVPD basis

Computed properties:
gap between HOMO and LUMO = 6.990 eV
LUMO = 3.843 eV
net charge = -1
HOMO energy = -3.146 eV
ΔE to the lowest compared entry with this formula, charge and spin = 61.4 kJ/mol

Geometry as XYZ:
```
19
C3H11N4O (the ωB97M-V functional and the def2-TZVPD basis)
C 0.93688 -2.17795 -0.67120
N -0.05431 -1.11231 -0.95789
C 0.51093 -0.28303 -2.14273
O 0.95440 -1.02211 -3.12779
H 1.04965 -2.79796 -1.54707
H 0.60461 -2.77422 0.17585
H 1.92150 -1.72356 -0.48630
H -0.86824 -1.59958 -1.35644
H 1.25101 0.36060 -1.62815
H -0.36309 0.39142 -2.36521
N -0.49606 1.11783 0.44300
C -0.59732 1.27443 1.81766
N -0.93340 2.59161 2.18159
N -0.43316 0.38654 2.75918
H -0.29053 0.15791 -0.08786
H -0.27866 1.98932 -0.02431
H -1.60836 3.03785 1.56626
H -1.17275 2.65066 3.15641
H -0.13308 -0.46742 2.29498
```


C3H11N5 | the ωB97M-V functional and the def2-TZVPD basis

Computed properties:
gap between HOMO and LUMO = 9.658 eV
LUMO = 0.483 eV
SMILES = C/N=C\N.N=C(N)N
net charge = 0
HOMO energy = -9.175 eV
ΔE to the lowest compared entry with this formula, charge and spin = 24.4 kJ/mol

Geometry as XYZ:
```
19
C3H11N5 (the ωB97M-V functional and the def2-TZVPD basis)
N 0.50374 -1.16586 -2.33096
C 0.91123 0.15691 -2.20000
N 0.80748 0.89210 -3.39373
N 1.43823 0.72159 -1.15212
H 0.18973 -1.59815 -1.44090
H -0.10944 -1.39524 -3.11121
H -0.04827 0.77890 -3.90759
H 0.99951 1.87394 -3.22303
H 1.56820 0.00557 -0.40734
C -1.52987 0.98180 1.57376
N -0.44255 -1.49273 2.05768
C -0.48855 -0.50483 3.04462
N -0.97302 0.67879 2.89325
H -0.72683 1.08627 0.83523
H -2.09054 1.91985 1.63957
H -2.25342 0.18458 1.22347
H -0.35559 -1.07752 1.15046
H 0.21774 -2.20927 2.18933
H -0.08507 -0.80945 4.02282
```


C3H11N5O | the ωB97M-V functional and the def2-TZVPD basis

Computed properties:
gap between HOMO and LUMO (spin up / spin down) = 6.140 / 5.990 eV
LUMO (spin up / spin down) = -0.962 / -0.916 eV
net charge = 0
HOMO energy (spin up / spin down) = -7.102 / -6.907 eV
ΔE to the lowest compared entry with this formula, charge and spin = 744.0 kJ/mol

Geometry as XYZ:
```
20
C3H11N5O (the ωB97M-V functional and the def2-TZVPD basis)
C 1.05062 -1.48134 0.70978
N 1.02983 0.55242 -0.66133
C 0.38451 -0.80565 -0.48642
N 0.85543 1.14082 -1.90087
O 0.24420 -1.43285 -1.57524
H 1.91394 0.73269 -0.19867
H 0.55894 0.43515 -2.57673
H 1.68566 1.61496 -2.23368
H 2.12136 -1.57102 0.53439
H 0.61763 -2.47302 0.83644
H 0.88664 -0.89534 1.61843
N -1.21955 -0.35414 0.13233
N -2.12274 -0.17110 -0.91508
C -0.62925 1.37403 2.19919
N -0.76949 1.32125 0.95271
H -1.62337 -0.94101 0.85648
H -2.20676 0.82880 -1.09602
H -1.69700 -0.61815 -1.72939
H -1.32423 0.88726 2.89081
H 0.24362 1.85624 2.64288
```


C3H11NO | the ωB97M-V functional and the def2-TZVPD basis

Computed properties:
gap between HOMO and LUMO (spin up / spin down) = 3.103 / 9.284 eV
LUMO (spin up / spin down) = 4.394 / 4.265 eV
net charge = -1
HOMO energy (spin up / spin down) = 1.290 / -5.019 eV
ΔE to the lowest compared entry with this formula, charge and spin = 52.9 kJ/mol
spin multiplicity = 2

Geometry as XYZ:
```
16
C3H11NO (the ωB97M-V functional and the def2-TZVPD basis)
C 1.07521 -0.29051 -0.93035
N -0.11569 0.03694 -0.18537
C -0.15408 1.48273 0.08472
C -1.34611 -0.43868 -0.83435
H 1.93696 0.06588 -0.35885
H 1.13214 0.03944 -1.99222
H 1.24674 -1.37919 -0.99590
H -0.79663 1.61115 0.95790
H 0.84240 1.90063 0.23230
H -0.60024 2.07802 -0.73043
H -1.45682 -1.49941 -0.54329
H -1.24881 -0.43842 -1.90937
H -2.19632 0.08589 -0.41484
H 0.51474 -0.44161 2.10962
H 0.70523 -1.84563 2.59152
O 0.46128 -0.96721 2.91891
```


C3H11NO | the ωB97M-V functional and the def2-TZVPD basis

Computed properties:
gap between HOMO and LUMO = 10.033 eV
LUMO = 0.647 eV
SMILES = CCCN.O
net charge = 0
HOMO energy = -9.387 eV
ΔE to the lowest compared entry with this formula, charge and spin = 54.0 kJ/mol

Geometry as XYZ:
```
16
C3H11NO (the ωB97M-V functional and the def2-TZVPD basis)
N 0.12425 -1.20187 -0.66477
C -0.96928 1.08222 2.20051
C 0.04348 0.03692 0.17810
C -1.12677 -0.05241 1.14012
H 1.01960 -1.14589 -1.16266
H -0.60395 -1.04505 -1.37033
H -0.77708 2.02758 1.66576
H -0.09265 0.84831 2.82774
H -1.84465 1.22109 2.85706
H -0.07060 1.03449 -0.28804
H 0.95310 0.06203 0.80851
H -1.09046 -1.01317 1.68881
H -2.07651 -0.02494 0.57207
O 1.90809 -0.85515 -3.30576
H 2.17594 0.04833 -3.02248
H 2.42744 -1.02250 -4.12462
```


C3H11NO | the ωB97M-V functional and the def2-TZVPD basis

Computed properties:
gap between HOMO and LUMO = 6.789 eV
LUMO = -1.840 eV
net charge = 0
HOMO energy = -8.630 eV
ΔE to the lowest compared entry with this formula, charge and spin = 686.1 kJ/mol

Geometry as XYZ:
```
16
C3H11NO (the ωB97M-V functional and the def2-TZVPD basis)
C -0.37526 0.85902 1.16885
N -0.99720 0.18056 0.06775
C -0.78432 -1.28183 0.06990
C -0.42377 0.51178 -1.23534
H -0.98521 0.83162 2.05606
H -0.38258 1.93894 0.85748
H 0.58024 0.41055 1.35296
H -1.43436 -1.77370 -0.67005
H 0.35403 -1.46220 0.01071
H -1.13380 -1.70315 1.00261
H 0.52731 0.07285 -1.19046
H -0.56369 1.60073 -1.57621
H -1.07763 -0.07744 -1.88941
H 2.95449 -0.63597 -0.25452
H 1.17179 1.42426 -0.02611
O 2.05874 -0.30302 -0.02096
```